Entry 1:
Entry from the Open Molecules 2025 dataset: C29H41AsGe2N3S3SeW as an isolated structure in a non-equilibrium geometry (ωB97M-V/def2-TZVPD).

Values from the calculation:
spin multiplicity = 2
⟨S²⟩ = 0.773
net charge = +4
largest force on an atom = 0.03737 Eh/bohr
orbital gap (spin up / spin down) = 5.058 / 4.969 eV
electronic energy = -11345.20998 a.u.

Geometry as XYZ:
```
81
Properties=species:S:1:pos:R:3:forces:R:3
W -1.355 0.033 0.661 1.42 1.11 -0.67
Se 1.000 0.310 0.990 -0.78 -0.03 0.01
As 0.926 -1.154 -2.447 -0.16 -0.05 0.12
Ge -0.045 -1.261 2.591 0.41 -0.48 -0.19
Ge -2.920 -1.664 1.934 -0.30 -0.83 0.37
S -4.722 -0.936 -1.757 -0.07 -0.06 -0.03
S -3.235 1.352 -0.255 -0.30 -0.17 0.21
S -1.086 -0.742 -1.539 -0.32 0.06 -0.14
N -1.284 3.079 1.642 0.07 0.17 0.14
N -2.186 1.763 3.103 0.03 0.05 0.02
N -5.415 1.504 -1.696 -0.11 -0.13 -0.19
C 0.640 -0.807 6.649 0.01 0.03 0.15
C -0.605 3.619 0.466 -0.04 -0.11 0.07
C 0.715 0.818 4.393 -0.01 -0.19 -0.24
C 0.311 -0.527 4.272 -0.13 0.49 0.96
C 1.522 -3.567 2.994 -0.03 0.20 0.00
C 1.579 0.482 -3.159 -0.01 0.12 -0.04
C -4.498 0.680 -1.274 0.26 0.28 -0.04
C -4.492 -0.605 2.449 0.09 0.19 0.04
C 1.965 -4.864 2.775 0.05 -0.09 -0.04
C -6.109 -0.476 -2.868 -0.03 0.02 0.01
C -6.566 0.911 -2.416 0.12 0.12 0.09
C -2.445 -2.672 3.536 0.10 -0.02 0.15
C -3.310 -3.018 0.572 0.03 -0.03 -0.01
C 1.113 1.328 5.612 -0.04 -0.08 0.16
C 1.442 -5.615 1.732 -0.06 0.12 -0.01
C -2.779 3.510 4.862 0.07 -0.12 -0.11
C 1.073 0.513 6.741 -0.02 0.04 -0.06
C 0.468 -2.370 -3.835 0.03 -0.03 -0.08
C -1.574 1.800 1.904 -0.34 0.33 -0.48
C 0.248 -1.330 5.433 0.08 0.07 -0.34
C 0.061 -3.755 1.085 -0.07 0.27 -0.11
C -2.691 4.866 5.058 0.08 0.26 -0.10
C 0.560 -2.990 2.150 0.30 -0.86 0.04
C 0.490 -5.053 0.881 0.10 -0.12 0.06
C 2.211 -1.945 -1.293 0.09 -0.10 0.06
C -2.102 5.729 4.100 -0.13 -0.06 0.24
C -2.263 3.040 3.651 -0.07 -0.14 0.14
C -1.690 3.883 2.710 0.11 0.15 -0.09
C -1.589 5.262 2.914 0.03 -0.16 -0.07
H 2.994 -2.332 -1.951 -0.01 -0.01 0.01
H -7.413 0.872 -1.731 0.00 -0.02 0.02
H 1.851 1.154 -2.348 0.00 0.05 -0.03
H 1.954 -2.999 3.810 -0.04 -0.01 0.05
H -4.596 -0.687 3.531 -0.07 0.00 -0.01
H -4.365 -3.250 0.736 0.01 -0.08 -0.08
H -0.086 -2.359 5.379 0.05 -0.03 0.01
H -0.374 -1.979 -4.402 0.00 -0.03 -0.03
H -5.323 -1.127 1.970 -0.05 0.06 0.03
H 0.752 1.458 3.515 0.01 0.02 0.06
H 1.455 2.349 5.704 -0.01 0.01 -0.07
H -2.501 0.924 3.563 -0.04 0.01 0.05
H 0.238 -3.341 -3.402 -0.03 -0.02 -0.04
H -1.159 4.481 0.101 0.01 0.02 -0.01
H 2.645 -1.208 -0.625 0.07 -0.03 0.00
H 0.618 -1.423 7.539 -0.03 -0.03 -0.03
H -0.674 -3.337 0.404 0.03 0.02 0.03
H -1.130 5.927 2.195 -0.01 0.00 0.00
H 1.751 -2.759 -0.740 0.03 -0.08 0.08
H 1.372 0.914 7.701 0.03 -0.02 0.00
H 1.774 -6.633 1.580 0.00 0.00 -0.01
H -4.494 0.438 2.151 -0.06 0.01 -0.03
H 0.820 0.922 -3.802 0.03 0.05 -0.01
H 2.467 0.235 -3.745 0.01 0.04 -0.01
H -2.166 -2.048 4.384 -0.08 0.00 0.05
H -5.383 2.493 -1.475 -0.05 -0.01 0.01
H 1.347 -2.445 -4.479 -0.04 -0.06 -0.04
H -5.732 -0.487 -3.887 0.02 0.00 0.00
H -6.897 -1.218 -2.764 0.01 -0.02 -0.01
H -2.055 6.787 4.319 0.00 0.00 -0.01
H -1.684 -3.431 3.364 -0.09 -0.07 0.04
H -2.700 -3.888 0.804 -0.12 -0.05 0.01
H -3.379 -3.180 3.797 0.00 -0.01 0.01
H -3.083 5.299 5.969 0.01 -0.01 0.01
H -0.576 2.870 -0.322 0.01 -0.03 -0.01
H -3.220 2.855 5.601 -0.02 -0.01 -0.02
H 2.718 -5.294 3.422 -0.01 0.03 0.02
H -6.824 1.546 -3.261 -0.02 -0.01 -0.02
H 0.083 -5.647 0.071 -0.01 0.04 -0.01
H 0.408 3.919 0.733 0.01 0.03 -0.02
H -3.154 -2.727 -0.459 0.01 -0.01 -0.02
```
Forces are in eV/Å.

***

Entry 2:
Entry from the Open Molecules 2025 dataset: C29H41BrF4MgN6O as an isolated structure in a non-equilibrium geometry (ωB97M-V/def2-TZVPD).

Values from the calculation:
largest force on an atom = 0.02944 Eh/bohr
orbital gap = 7.017 eV
electronic energy = -4707.05408 a.u.

Geometry as XYZ:
```
83
Properties=species:S:1:pos:R:3:forces:R:3
Br 0.042 -2.621 -1.017 -0.15 -0.27 -0.15
Mg -0.160 0.038 -0.030 0.47 -0.42 0.32
F -6.476 -1.292 0.639 0.27 0.03 0.00
F -1.191 -1.891 1.765 -0.31 -0.23 0.13
F -4.780 0.637 -0.075 0.14 -0.24 0.17
F -2.951 -3.871 2.419 0.02 0.14 -0.09
O -0.403 0.185 -1.836 0.01 0.46 -0.94
N 2.472 -1.040 0.339 0.66 0.24 -0.93
N 3.122 -1.958 0.915 0.97 -0.62 -0.24
N 2.538 -2.199 2.086 -1.03 1.11 0.02
N 0.248 2.022 0.640 0.24 0.35 0.23
N -1.934 0.344 0.648 -0.23 0.09 0.58
N 1.455 -0.642 1.092 -0.28 -0.25 0.73
C -2.896 -0.537 0.864 -0.89 -0.56 0.25
C -1.079 2.536 0.976 -0.85 0.23 0.14
C 0.723 -4.075 3.706 0.26 -0.14 0.02
C -3.409 -2.757 1.807 -0.04 0.06 0.00
C 2.053 -3.394 -6.306 -0.18 0.00 -0.08
C 0.159 -2.308 -5.138 -0.10 0.08 -0.02
C -4.286 -0.448 0.585 0.07 0.19 -0.11
C -1.474 2.130 -3.479 0.03 -0.06 -0.11
C -1.127 1.233 -4.663 -0.03 0.23 -0.01
C 0.095 -2.600 -7.650 0.11 -0.09 0.22
C -0.329 -0.549 -2.906 0.18 -0.34 -0.57
C -5.168 -1.452 0.926 -0.05 -0.23 0.15
C -2.431 0.994 -5.441 0.15 0.02 0.08
C 0.805 2.720 -0.502 0.11 0.33 -0.44
C -2.186 1.716 0.316 -0.33 0.43 0.05
C -4.764 -2.624 1.549 0.13 0.14 -0.09
C 0.260 -2.775 -3.836 -0.05 0.15 0.09
C -0.134 -4.578 -6.184 0.05 0.16 -0.02
C 3.009 -3.198 3.000 0.22 -0.88 0.62
C -0.134 1.998 -5.553 -0.16 -0.11 0.14
C 1.154 2.183 1.766 0.27 0.09 0.23
C -0.545 -0.121 -4.246 -0.06 0.11 0.30
C -2.527 -1.761 1.474 0.07 0.07 -0.05
C 0.002 -1.914 -2.795 0.02 -0.18 0.02
C 0.530 -3.201 -6.310 0.09 -0.13 -0.12
C -0.271 -0.997 -5.288 0.10 -0.24 0.05
C 1.892 -5.078 1.730 0.18 0.01 0.20
C 2.077 -4.422 3.094 0.00 0.18 -0.14
C 1.497 -1.359 2.186 0.37 -0.30 0.14
H -0.563 2.397 -2.953 -0.12 0.02 0.06
H 0.592 -1.653 -7.842 0.03 0.12 -0.07
H 2.588 -5.126 3.760 0.05 0.08 -0.02
H 0.534 -3.794 -3.621 0.06 -0.18 0.03
H -1.951 3.045 -3.829 -0.04 0.06 -0.11
H 3.118 -2.740 3.989 0.07 -0.02 -0.17
H -3.148 2.074 0.701 0.13 0.07 -0.14
H 2.378 -3.822 -5.360 0.07 -0.06 0.09
H 0.087 2.690 -1.310 0.02 0.03 -0.10
H 1.332 -4.431 1.059 -0.04 0.08 -0.12
H 2.348 -4.066 -7.111 0.09 -0.08 -0.10
H 2.144 1.822 1.489 0.04 0.01 0.04
H 0.127 -3.476 3.024 -0.16 0.08 -0.04
H 1.030 3.770 -0.267 0.02 -0.04 0.04
H 0.833 -1.284 3.019 -0.20 -0.06 0.19
H -5.461 -3.400 1.814 -0.10 -0.05 0.00
H 1.244 3.237 2.059 -0.06 -0.01 -0.01
H 2.564 -2.444 -6.438 0.07 0.13 -0.03
H 0.791 2.185 -5.011 0.13 0.03 0.04
H -1.209 -4.479 -6.062 -0.16 0.00 0.00
H 0.256 -5.136 -5.338 0.02 -0.10 0.12
H -0.411 -0.622 -6.286 -0.03 0.06 -0.17
H -1.181 3.596 0.702 0.15 -0.04 0.10
H -0.565 2.955 -5.845 -0.02 0.11 -0.03
H 0.351 -3.283 -8.459 0.03 -0.04 -0.04
H -1.222 2.438 2.055 0.07 0.07 -0.06
H 0.838 -3.550 4.652 -0.05 0.10 0.13
H -3.134 0.437 -4.827 -0.11 -0.08 0.05
H 2.853 -5.305 1.272 0.04 -0.04 -0.11
H 0.106 1.449 -6.458 0.06 -0.07 -0.13
H 3.990 -3.506 2.633 -0.08 0.12 0.08
H -2.266 0.440 -6.360 0.01 -0.10 -0.12
H -0.982 -2.447 -7.660 -0.11 0.07 -0.08
H -2.885 1.948 -5.701 -0.07 0.15 -0.05
H 0.168 -4.988 3.897 -0.13 -0.08 0.03
H 0.797 1.612 2.620 -0.02 -0.02 0.06
H 0.061 -5.155 -7.087 0.01 -0.12 -0.04
H -2.170 1.861 -0.769 -0.11 0.20 -0.05
H -2.156 1.616 -2.806 0.03 0.09 0.08
H 1.334 -6.003 1.839 -0.08 -0.12 -0.03
H 1.716 2.219 -0.831 0.06 0.04 -0.06
```
Forces are in eV/Å.

***

Entry 3:
Entry from the Open Molecules 2025 dataset: C29H42As2CoN3O6S2 as an isolated structure in a non-equilibrium geometry (ωB97M-V/def2-TZVPD).

Values from the calculation:
spin multiplicity = 5
⟨S²⟩ = 6.012
largest force on an atom = 0.05869 Eh/bohr
orbital gap (spin up / spin down) = 8.254 / 6.333 eV
electronic energy = -8396.53500 a.u.

Geometry as XYZ:
```
85
Properties=species:S:1:pos:R:3:forces:R:3
As -0.688 1.010 -4.218 -0.26 -0.02 0.40
As -1.973 1.584 0.745 -0.32 1.38 -1.10
Co -0.114 -0.780 1.585 -0.73 0.76 0.12
S -3.332 -1.520 1.806 0.14 0.05 -1.02
S 0.646 -0.748 3.961 -0.16 0.74 0.47
O -2.132 2.420 2.178 0.67 -0.91 -1.57
O -0.625 0.588 0.341 -0.74 0.22 1.02
O -3.019 -2.750 1.022 -0.57 1.53 0.97
O -2.055 -0.822 2.205 -0.55 -0.36 -0.07
O -4.255 -1.649 2.895 0.34 -0.39 -0.08
O -1.754 2.747 -0.685 -0.29 -0.23 1.96
N 3.181 -0.019 4.409 -1.88 2.02 0.66
N 1.592 1.785 4.456 0.88 -2.86 0.39
N -0.432 -2.282 0.230 -0.74 -0.07 -0.66
C -2.230 2.064 -4.929 1.09 -0.87 -0.51
C 2.442 0.261 1.001 -0.20 0.97 -0.78
C -4.559 1.660 -0.650 1.36 -0.52 0.92
C -3.159 2.638 -3.848 0.44 0.07 -0.78
C 4.363 0.724 3.945 0.76 -0.50 0.53
C -6.351 0.067 -0.346 0.62 -0.37 0.43
C 0.952 2.833 -2.451 -0.79 -1.30 0.70
C 1.744 -0.934 0.960 1.93 -0.62 0.70
C -0.017 0.291 -5.963 0.40 0.44 0.66
C 0.556 2.532 -3.896 0.38 0.59 -1.45
C 2.537 2.672 5.089 1.21 -0.26 -0.57
C -3.689 0.862 0.145 -0.42 -0.94 0.36
C 2.385 -2.064 0.425 -0.53 0.51 -0.51
C -4.186 -0.344 0.675 -0.58 -0.06 0.09
C 3.634 0.440 0.266 -1.03 -1.05 0.59
C 1.862 0.454 4.320 1.32 0.08 -0.86
C 1.772 -3.387 0.316 -1.40 -0.54 0.30
C 0.361 -3.474 0.191 0.94 0.37 -0.11
C -0.258 -4.679 -0.009 -0.79 -1.13 0.59
C -5.530 -0.737 0.441 0.97 0.09 -0.42
C 2.486 -4.578 0.301 0.54 -0.69 -0.46
C -5.865 1.275 -0.836 -0.03 -0.10 0.28
C 4.209 -0.664 -0.353 0.21 0.47 0.07
C 0.280 2.313 4.220 -0.51 0.04 -1.41
C 3.566 -1.896 -0.252 1.87 -0.58 -0.67
C 1.855 -5.818 0.186 -0.74 0.50 0.09
C 0.473 -5.869 0.036 -0.24 -0.72 -0.14
C -0.886 -0.856 -6.517 -0.20 0.30 0.67
C 3.348 -1.420 4.665 1.12 -0.65 -1.23
H 3.217 2.166 5.807 -0.54 0.16 -0.60
H 1.974 3.407 5.598 -0.47 0.82 0.65
H 1.962 1.164 1.429 0.33 -0.57 -0.15
H -0.275 -1.751 -6.444 -0.34 -0.35 -0.20
H -1.152 -0.664 -7.548 -0.01 -0.14 -0.23
H 0.248 2.897 3.294 0.06 -0.04 0.06
H -7.349 -0.243 -0.607 -0.24 -0.02 0.23
H 5.089 1.033 4.755 -0.99 -0.30 -0.64
H -2.836 3.683 -3.669 -0.56 -0.47 0.10
H -4.206 2.576 -4.231 0.69 0.29 0.71
H -0.454 1.530 4.102 -0.08 -0.14 0.08
H 2.434 -6.722 0.258 0.13 -0.16 -0.15
H -4.138 2.557 -1.087 -0.29 0.10 0.16
H 5.152 -0.538 -0.899 -0.48 -0.23 0.13
H 1.957 2.480 -2.215 0.05 0.13 -0.11
H -1.720 3.608 -0.228 0.01 -0.17 -0.42
H -3.004 2.075 -2.916 -0.45 0.24 -0.30
H -1.356 -4.741 -0.049 0.57 0.21 -0.19
H -2.695 1.296 -5.575 -0.18 0.58 0.17
H -1.440 -2.533 0.376 0.49 0.10 -0.20
H -1.838 -1.022 -5.960 0.69 0.12 -0.26
H 0.989 -0.116 -5.682 -0.68 0.60 -0.52
H 1.449 2.280 -4.510 -0.40 0.22 0.37
H 0.074 1.132 -6.676 0.18 -0.46 0.29
H -0.359 -1.719 -0.630 0.03 -0.35 0.26
H -6.546 1.972 -1.272 -0.28 0.18 -0.68
H -1.695 2.791 -5.575 -0.82 -0.11 0.23
H 4.022 -2.804 -0.718 -0.35 1.04 0.30
H 4.064 1.568 3.363 -0.25 0.62 -0.12
H 4.942 0.120 3.227 -0.35 -0.21 0.32
H 3.999 1.436 0.186 0.64 0.55 -0.10
H -0.061 -6.849 -0.053 0.58 1.03 0.10
H 3.582 -4.636 0.272 -0.44 0.51 0.43
H 2.658 -1.874 5.361 0.01 0.25 0.23
H 0.005 2.957 5.014 -0.31 0.57 0.91
H 4.391 -1.596 4.904 0.11 0.10 0.69
H 0.106 3.426 -4.410 0.35 -0.74 0.53
H 0.853 3.868 -2.169 0.13 0.48 -0.16
H -5.833 -1.696 0.870 -0.21 0.43 -0.25
H 3.264 -1.905 3.704 -0.42 -0.68 -0.33
H 3.117 3.167 4.298 0.12 0.13 0.49
H 0.273 2.291 -1.755 0.46 0.32 -0.37
```
Forces are in eV/Å.

***

Among the records above, which one has the lowest electronic energy? C29H41AsGe2N3S3SeW